Entry 1:
DFT (ωB97M-V/def2-TZVPD) results for a cluster of 2 separate species, C10H12NO in total in a non-equilibrium geometry.

Structure (XYZ):
```
24
Properties=species:S:1:pos:R:3
C 3.094 -0.605 0.210
C 2.331 -1.656 -0.283
C 2.539 0.659 0.264
C 1.034 -1.390 -0.678
C 1.223 0.847 -0.162
C -1.924 0.055 -1.409
C -2.287 -1.252 0.750
C -2.165 0.154 1.152
C -2.659 -0.156 -0.265
C 0.597 2.202 -0.122
N 0.502 -0.177 -0.601
O -1.662 0.241 -2.499
H 4.106 -0.773 0.543
H 2.731 -2.653 -0.359
H 3.104 1.501 0.631
H 0.400 -2.171 -1.076
H -1.388 -1.813 0.551
H -3.121 -1.844 1.099
H -2.905 0.592 1.806
H -1.178 0.582 1.232
H -3.723 -0.007 -0.457
H 1.246 2.922 -0.618
H -0.372 2.206 -0.617
H 0.478 2.535 0.909
```

Energy relative to the best compared isomer or geometry (same formula, charge and spin) ... 1.0057 eV
HOMO ... -0.47866 Ha
Orbital gap ... 8.898 eV
Total charge ... +1
LUMO energy ... -4.1 eV
DFT total energy ... -517.94823 Eh

Entry 2:
DFT (ωB97M-V/def2-TZVPD) results for a cluster of 2 separate species, C10H12NO3S in total in a non-equilibrium geometry.

Structure (XYZ):
```
27
Properties=species:S:1:pos:R:3
C 1.935 -1.034 0.379
C 0.102 -1.146 -1.156
C 2.416 -2.194 -0.173
C 0.659 -2.308 -1.665
C 0.772 -0.428 -0.219
C -0.178 2.116 -2.151
C -0.100 1.932 -0.633
C -2.851 -0.025 1.288
C -2.195 -1.214 1.631
C 0.338 0.915 0.092
N 1.812 -2.814 -1.226
O 0.054 2.609 2.116
O 0.572 0.317 2.761
O 2.299 1.596 1.649
S 0.838 1.391 1.827
H 2.159 -0.414 1.291
H -0.887 -0.804 -1.420
H 3.248 -2.791 0.160
H 0.097 -2.684 -2.560
H -1.235 2.513 -2.271
H 0.639 2.779 -2.515
H -0.286 2.823 -0.136
H -0.032 1.142 -2.783
H -2.598 1.029 1.464
H -3.939 0.058 1.043
H -1.110 -1.231 1.832
H -2.530 -2.135 1.377
```

Energy relative to the best compared isomer or geometry (same formula, charge and spin) ... 0.4622 eV
HOMO ... -0.20045 Ha
Orbital gap ... 8.733 eV
Total charge ... -1
LUMO energy ... 3.3 eV
DFT total energy ... -1066.88486 Eh

Entry 3:
DFT (ωB97M-V/def2-TZVPD) results for a cluster of 2 separate species, C10H12NO5 in total in a non-equilibrium geometry.

Structure (XYZ):
```
28
Properties=species:S:1:pos:R:3
C -0.224 -1.392 2.581
C -0.618 0.059 3.130
O 0.100 1.083 2.352
C -2.187 0.404 3.047
C -3.091 -0.729 2.367
O -3.446 -1.733 3.083
O -3.534 -0.630 1.048
H 0.916 -1.505 2.757
H -0.378 -1.526 1.456
H -0.709 -2.250 3.159
H -0.310 0.135 4.235
H 0.250 0.689 1.447
H -2.297 1.374 2.431
H -2.583 0.604 4.106
C 1.751 0.825 -4.448
C 2.722 0.318 -3.590
C 2.394 0.000 -2.276
C 1.086 0.192 -1.834
C 0.111 0.706 -2.685
C 0.450 1.023 -3.997
N 0.728 -0.164 -0.459
O 1.615 -0.595 0.265
O -0.443 -0.009 -0.121
H 2.010 1.067 -5.475
H 3.736 0.166 -3.947
H 3.159 -0.394 -1.617
H -0.907 0.862 -2.346
H -0.303 1.422 -4.669
```

HOMO ... -0.12575 Ha
Orbital gap ... 4.916 eV
Total charge ... -1
LUMO energy ... 1.5 eV
DFT total energy ... -819.10900 Eh

Entry 4:
DFT (ωB97M-V/def2-TZVPD) results for a structure of composition C10H12O in a non-equilibrium geometry.

Structure (XYZ):
```
23
Properties=species:S:1:pos:R:3
C 1.835 1.049 -1.116
C 0.588 0.690 -1.141
C 1.540 -1.767 0.354
C 0.466 -1.670 -0.481
C 2.539 0.429 0.044
C 1.424 -0.351 0.737
C 0.120 -0.174 -0.104
C -1.418 1.435 0.844
C -2.271 -0.503 -0.387
C -1.213 -0.024 0.541
O 3.673 0.471 0.333
H 2.402 1.677 -1.841
H -0.031 1.056 -2.025
H 2.268 -2.531 0.583
H -0.208 -2.276 -1.043
H 1.432 -0.149 1.833
H -1.317 2.062 -0.004
H -0.580 1.767 1.622
H -2.329 1.465 1.358
H -3.150 -0.667 0.199
H -1.853 -1.511 -0.722
H -2.634 0.224 -1.109
H -1.285 -0.701 1.525
```

Energy relative to the best compared isomer or geometry (same formula, charge and spin) ... 3.2825 eV
HOMO ... -0.32426 Ha
Orbital gap ... 9.434 eV
Total charge ... 0
LUMO energy ... 0.6 eV
DFT total energy ... -463.36461 Eh

Entry 5:
DFT (ωB97M-V/def2-TZVPD) results for a cluster of 2 separate species, C10H12O2 in total in a non-equilibrium geometry.

Structure (XYZ):
```
24
Properties=species:S:1:pos:R:3
C -1.581 1.284 -1.122
C -0.041 0.008 -2.696
C -1.452 0.228 -0.259
C 0.152 -0.954 -1.618
C -0.939 1.158 -2.439
C 1.555 1.621 1.210
C 0.899 1.472 2.306
C -0.613 -0.943 -0.537
C 0.231 1.045 3.362
C 0.423 -2.518 0.867
O -1.104 1.965 -3.333
O -0.682 -1.890 0.441
H -2.234 2.136 -0.915
H -0.549 -0.477 -3.544
H -1.952 0.279 0.681
H 0.812 -1.852 -1.908
H 1.127 1.393 0.187
H 2.512 2.048 1.329
H 0.940 0.312 -2.900
H -0.321 1.519 4.187
H 0.365 0.023 3.606
H 1.128 -3.043 0.201
H 0.217 -3.063 1.766
H 1.106 -1.750 1.127
```

Energy relative to the best compared isomer or geometry (same formula, charge and spin) ... 4.1987 eV
HOMO ... -0.32374 Ha
Orbital gap ... 8.723 eV
Total charge ... 0
LUMO energy ... -0.1 eV
DFT total energy ... -538.56547 Eh

Entry 6:
DFT (ωB97M-V/def2-TZVPD) results for a cluster of 2 separate species, C10H12O2S in total in a non-equilibrium geometry.

Structure (XYZ):
```
25
Properties=species:S:1:pos:R:3
C -0.732 3.078 1.215
C -1.608 2.012 1.356
C -0.008 3.235 0.045
C -1.758 1.098 0.327
C -0.154 2.319 -0.984
C -1.018 1.252 -0.833
C 0.213 -0.909 -1.803
C 0.314 -1.936 -0.771
C 1.636 -2.229 -0.105
C -0.912 -2.286 0.044
O -0.861 0.859 -3.417
O 0.216 -2.234 -2.154
S -1.251 0.105 -2.235
H -0.624 3.794 2.016
H -2.180 1.901 2.264
H 0.661 4.073 -0.077
H -2.458 0.281 0.416
H 0.378 2.432 -1.917
H 1.472 -0.184 -2.257
H 1.711 -3.293 0.114
H 1.709 -1.672 0.827
H 2.462 -1.949 -0.753
H -0.913 -1.729 0.978
H -0.904 -3.352 0.268
H -1.814 -2.058 -0.520
```

Energy relative to the best compared isomer or geometry (same formula, charge and spin) ... 3.8826 eV
HOMO ... -0.33525 Ha
Orbital gap ... 9.827 eV
Total charge ... 0
LUMO energy ... 0.7 eV
DFT total energy ... -936.79710 Eh

Entry 7:
DFT (ωB97M-V/def2-TZVPD) results for an isolated molecule of C10H12O3 in a non-equilibrium geometry.

Structure (XYZ):
```
25
Properties=species:S:1:pos:R:3
C 3.149 -1.514 -0.238
C 2.325 -0.490 0.753
C 1.816 0.901 -0.023
O 1.120 1.694 1.001
C -0.179 2.203 0.533
C -1.323 1.058 0.272
C -1.291 -0.174 1.106
C -2.443 -1.334 0.774
O -3.019 -2.101 1.714
C -2.817 -1.504 -0.847
C -2.838 -0.257 -1.701
C -2.494 1.170 -0.904
O -3.114 2.325 -1.164
H 2.421 -2.182 -0.907
H 3.923 -0.938 -0.930
H 3.693 -2.295 0.482
H 1.382 -1.104 1.142
H 2.983 -0.099 1.662
H 2.762 1.425 -0.489
H 1.148 0.553 -0.922
H -0.055 2.838 -0.443
H -0.574 2.939 1.372
H -0.478 -0.309 1.955
H -3.026 -2.560 -1.351
H -3.072 -0.244 -2.848
```

Energy relative to the best compared isomer or geometry (same formula, charge and spin) ... 9.2697 eV
HOMO ... -0.36779 Ha
Orbital gap ... 8.355 eV
Total charge ... 0
LUMO energy ... -1.7 eV
DFT total energy ... -613.65535 Eh

Entry 8:
DFT (ωB97M-V/def2-TZVPD) results for an isolated molecule of C10H12OS in a non-equilibrium geometry.

Structure (XYZ):
```
24
Properties=species:S:1:pos:R:3
C -1.470 -2.113 -0.437
C -2.713 -1.781 -0.701
C -0.621 -0.971 -0.071
C -1.385 0.179 0.011
C -0.939 1.512 0.331
C 0.135 1.834 -0.529
C 0.717 -1.006 0.344
C 0.532 3.202 -0.943
C 1.439 -2.278 0.389
C 1.431 0.091 1.134
O -1.588 2.237 1.197
S -3.053 -0.137 -0.142
H -1.114 -3.230 -0.616
H -3.501 -2.434 -1.064
H 0.568 0.981 -1.186
H 1.378 3.120 -1.727
H 0.730 3.910 -0.151
H -0.304 3.700 -1.339
H 0.779 -3.200 0.190
H 1.721 -2.364 1.390
H 2.294 -2.179 -0.216
H 1.747 -0.416 2.156
H 0.915 1.008 1.356
H 2.303 0.334 0.623
```

Energy relative to the best compared isomer or geometry (same formula, charge and spin) ... 3.7813 eV
HOMO (spin up / spin down) ... -0.25781 / -0.29974 Ha
Orbital gap (spin up / spin down) ... 5.937 / 7.512 eV
Total charge ... 0
LUMO energy (spin up / spin down) ... -1.1 / -0.6 eV
DFT total energy ... -861.51737 Eh